Computed, not measured: a gas-phase ion, C18H26N3O3 (charge +1), with ωB97M-V with the def2-TZVPD basis set.

Last column: Löwdin charge in e.
Positions of all 50 atoms, in Å:
O: -0.990539 -7.775323 0.303716  0.100
O: 3.229072 -2.082836 1.028037  0.116
O: 0.160740 -7.727050 -1.512199  0.104
N: 1.197884 -1.270015 1.557064  -0.055
N: -0.198231 -7.268326 -0.454562  -0.360
N: 0.195237 1.280467 0.751562  -0.063
C: 1.636427 1.085867 1.055749  -0.067
C: 0.182868 2.299711 -1.573414  -0.143
C: -2.020780 3.850232 -1.028979  -0.373
C: -0.850437 4.625381 -1.631777  -0.163
C: 2.033865 -2.254994 1.069425  -0.400
C: -0.078461 2.507406 -0.087990  -0.250
C: 0.361966 -5.984082 -0.064287  -0.128
C: -0.022357 -5.417831 1.143776  0.028
C: 1.272760 -5.356104 -0.902585  0.032
C: 1.793679 -4.132108 -0.529930  0.014
C: -3.130232 4.785190 -0.560914  -0.059
C: 1.389895 -3.533916 0.661888  -0.142
C: 1.796480 -0.054911 2.059222  -0.103
C: -0.193160 -1.116806 1.223523  -0.111
C: 0.177783 3.675766 -2.260898  -0.159
C: -0.360430 0.019200 0.204067  -0.073
C: -1.512342 2.994921 0.149943  -0.105
C: 0.491934 -4.187806 1.505443  -0.016
H: 0.223200 -3.750242 2.454971  0.126
H: -0.767059 -0.893367 2.132068  0.143
H: -2.430964 3.191717 -1.799907  0.146
H: 1.331457 0.207646 3.016186  0.142
H: -1.220559 5.313406 -2.389891  0.124
H: 2.161348 0.843819 0.130425  0.148
H: -0.276209 1.447414 1.650096  0.189
H: 0.183600 -0.227478 -0.708760  0.146
H: -2.193551 2.152546 0.284644  0.120
H: 2.859148 -0.251934 2.221523  0.140
H: -0.045335 3.529768 -3.316822  0.120
H: -1.545865 3.596744 1.060950  0.130
H: -1.415334 0.156203 -0.035230  0.140
H: 0.621048 3.268087 0.272107  0.160
H: 1.565043 -5.838217 -1.822900  0.128
H: 1.146671 1.820702 -1.747129  0.119
H: 1.169804 4.123020 -2.197271  0.118
H: 2.521502 -3.634249 -1.151553  0.127
H: -0.386777 5.229519 -0.849811  0.124
H: -3.937545 4.223934 -0.096863  0.084
H: -0.580037 -2.040021 0.791493  0.131
H: -0.596233 1.673578 -2.007773  0.123
H: -3.539892 5.333349 -1.404044  0.086
H: -0.711938 -5.950560 1.780730  0.127
H: -2.749003 5.505138 0.159429  0.087
H: 2.049858 2.007448 1.467455  0.146

Atoms 1-6, force components in eV/Å:
-0.25 -0.24 0.20
0.29 -0.07 -0.14
0.09 -0.22 -0.33
-0.06 0.17 0.27
-0.12 -0.18 -0.07
-0.08 0.31 0.21

Output
SMILES: C[C@H]1CCC[C@H]([NH+]2CCN(C(=O)c3ccc([N+](=O)[O-])cc3)CC2)C1
net charge: +1
E_HOMO: -12.74 eV


Computed, not measured: a molecular structure, C13H44F3HfO23S4, with ωB97M-V with the def2-TZVPD basis set.

Last column: Löwdin charge in e.
Positions of all 88 atoms, in Å:
Hf: -12.932960 -22.465070 -8.071790  2.081
S: -10.243830 -25.273330 -1.707210  0.688
S: -10.135310 -17.666680 0.432090  0.754
S: -4.547850 -21.829460 -0.344760  0.660
S: -11.333030 -21.152740 -4.834070  0.611
F: -8.783210 -20.882380 -4.279010  0.129
F: -9.648560 -23.084310 -4.132500  0.113
F: -9.208820 -21.971180 -6.022710  0.124
O: -11.709950 -20.289570 -8.216460  -0.079
O: -5.157820 -20.629520 0.177490  -0.282
O: -10.625490 -22.590780 -8.527710  -0.076
O: -10.902470 -25.537790 -2.990920  -0.332
O: -14.489390 -21.846840 -6.152500  -0.085
O: -15.547200 -22.876110 -2.542570  0.094
O: -10.350270 -26.715140 -0.933380  -0.268
O: -11.972940 -21.629420 -6.098010  -0.481
O: -10.876170 -16.860610 -0.610410  -0.344
O: -11.899590 -21.448060 -3.552820  -0.226
O: -14.409180 -19.803240 -4.360940  -0.009
O: -8.910250 -24.669890 -1.581690  -0.312
O: -5.565740 -22.561700 -1.357610  -0.251
O: -3.188940 -21.812420 -0.896640  -0.297
O: -16.183360 -21.045930 -1.310650  0.095
O: -12.700990 -17.465660 -5.688500  -0.032
O: -7.286290 -23.150370 -7.630490  -0.036
O: -10.864510 -18.658520 1.277440  -0.349
O: -9.263740 -24.931000 -6.977000  -0.013
O: -14.048720 -21.484850 -1.641760  0.062
O: -11.767290 -24.277870 -6.771610  -0.078
O: -8.859280 -18.431450 -0.342080  -0.267
O: -11.173180 -19.679030 -5.023710  -0.302
C: -8.079060 -27.454970 -0.171630  -0.044
C: -14.066870 -20.353960 -0.835730  -0.127
C: -15.504520 -19.897280 -0.919040  -0.143
C: -9.301290 -27.635160 -1.158710  -0.262
C: -4.486210 -23.098950 1.014210  -0.090
C: -6.373320 -23.225840 -3.408540  -0.073
C: -15.265340 -21.814210 -1.961110  -0.556
C: -11.379890 -24.288050 -0.563250  -0.063
C: -9.126780 -19.499360 -1.229520  -0.290
C: -9.064780 -20.866680 -0.570000  -0.051
C: -5.574830 -22.206370 -2.675590  -0.326
C: -9.608400 -21.864470 -4.782240  -0.562
C: -9.229900 -16.545960 1.659290  -0.070
H: -6.700090 -23.833540 -7.305090  0.068
H: -9.669500 -21.052570 0.317610  0.087
H: -10.306840 -22.654590 -9.428050  0.120
H: -8.959610 -27.565940 -2.191460  0.108
H: -8.946200 -17.194840 2.487880  0.062
H: -15.795110 -19.468120 0.039860  0.146
H: -14.258580 -21.245970 -5.444040  0.009
H: -8.503690 -27.157110 0.787060  0.079
H: -10.758940 -20.222300 -8.131160  0.088
H: -15.366830 -22.156650 -5.928130  0.095
H: -8.548330 -24.301430 -6.887190  0.002
H: -10.153200 -19.423530 -1.588450  0.103
H: -12.181950 -18.250970 -5.514960  -0.037
H: -10.718580 -24.009430 0.257200  0.063
H: -7.999600 -20.980070 -0.368430  0.065
H: -12.137510 -24.633650 -5.963770  0.101
H: -9.781890 -28.610440 -1.081710  0.124
H: -12.000200 -19.392390 -8.380970  0.101
H: -10.820310 -24.308770 -6.635600  -0.002
H: -3.865750 -23.980140 0.850990  0.072
H: -8.402330 -19.432840 -2.041210  0.119
H: -8.306160 -16.250750 1.161650  0.066
H: -15.609800 -19.109420 -1.664880  0.128
H: -5.810300 -24.157210 -3.347950  0.095
H: -12.188370 -24.872490 -0.124050  0.070
H: -13.172460 -17.663580 -6.497680  0.021
H: -11.839930 -23.423960 -1.042640  0.053
H: -6.064810 -21.238650 -2.783070  0.123
H: -9.109360 -21.591630 -1.382750  0.060
H: -7.377150 -23.472940 -3.063050  0.043
H: -8.867420 -25.683600 -7.416030  0.094
H: -9.914790 -15.823310 2.102910  0.075
H: -13.461320 -19.517960 -1.185750  0.136
H: -7.472060 -26.623410 -0.529640  0.054
H: -4.592220 -22.250620 -3.145300  0.129
H: -14.512280 -18.979630 -4.837670  0.061
H: -13.675420 -19.646300 -3.766630  0.047
H: -6.532680 -22.935100 -4.446890  0.064
H: -13.790400 -20.546790 0.200840  0.144
H: -7.398390 -28.304230 -0.112120  0.078
H: -9.887320 -22.879110 -7.990870  0.050
H: -4.160400 -22.597580 1.925570  0.069
H: -6.757520 -22.352640 -7.614190  0.075
H: -5.525640 -23.363760 1.208010  0.058

Atoms 1-6, force components in eV/Å:
3.75 1.66 6.30
-1.55 -0.04 1.10
-1.64 0.24 -0.37
2.63 -1.00 1.66
0.01 5.15 1.26
-1.23 -2.32 0.42

Output
net charge: +2
E_HOMO (spin up / spin down): -13.71 / -13.71 eV
multiplicity: 2


Computed, not measured: 2 unconnected molecules or ions with the total composition C4H8NO3, with ωB97M-V with the def2-TZVPD basis set.

Last column: Löwdin charge in e.
Positions of all 16 atoms, in Å:
O: 0.349150 -0.532810 -1.098615  -0.083
O: -3.754062 0.482458 0.356731  -0.163
O: 2.808179 -0.021053 -0.959266  -0.143
N: -1.063113 -0.151285 0.649844  0.039
C: -2.848054 0.386314 -0.495157  -0.278
C: 1.428317 -0.385215 1.026910  -0.120
C: 0.169443 -0.427255 0.150351  -0.573
C: 2.501194 0.529225 0.318508  -0.278
H: 1.872845 -0.298713 -1.297636  0.042
H: 2.186023 1.600649 0.556351  0.123
H: -2.586922 -0.489966 -1.185295  0.082
H: 3.437525 0.435661 0.840353  0.080
H: -1.014886 -0.175026 1.671548  0.038
H: 1.623631 -1.420021 1.172134  0.096
H: 1.325274 0.125369 1.948049  0.076
H: -2.133242 1.233857 -0.648878  0.064

Atoms 1-6, force components in eV/Å:
0.06 -0.47 0.00
0.83 -0.51 -2.12
-1.09 1.20 -0.18
2.74 -1.43 -0.07
0.47 0.25 1.65
-0.07 1.30 -1.61

Output
net charge: -1
E_HOMO: -4.44 eV
ΔE to the lowest compared entry with this formula, charge and spin: 3.336 eV


Computed, not measured: 3 unconnected molecules or ions with the total composition C14H25NO5S, with ωB97M-V with the def2-TZVPD basis set.

Last column: Löwdin charge in e.
Positions of all 46 atoms, in Å:
S: -0.830677 1.001377 0.169761  1.022
O: 0.097627 -0.083352 1.101325  -0.375
O: 4.183967 0.020286 0.214635  -0.062
O: -1.478730 0.145579 -0.945332  -0.432
O: -1.532105 -2.266360 -6.040181  -0.064
O: -2.059171 1.559943 1.213044  -0.421
N: -0.780299 -0.526630 5.155229  -0.018
C: -3.886389 2.441853 3.162502  -0.027
C: -2.008146 3.033119 1.350392  -0.238
C: 2.321726 -1.271497 -0.586901  -0.055
C: -0.171118 0.706161 5.730460  -0.102
C: 0.032330 0.256041 2.544180  -0.166
C: 0.527697 1.802694 4.753303  -0.045
C: -2.727180 3.361938 2.824071  -0.109
C: 4.641805 -1.617292 -1.484613  -0.068
C: -1.518640 -1.404154 -4.905313  -0.501
C: 0.693743 1.687366 3.105368  0.039
C: -0.658741 -0.685965 3.678454  -0.047
C: 3.641828 -0.607469 -0.944466  -0.498
C: -0.106557 -1.328248 -4.347000  -0.068
C: -2.498434 -1.924538 -3.865764  -0.062
H: -2.734906 3.487459 0.525465  0.143
H: -3.508396 -1.985482 -4.285248  0.080
H: 0.248457 -2.319403 -4.042906  0.079
H: -2.228287 -2.936832 -3.544604  0.082
H: -2.341047 4.197756 3.547988  0.103
H: 0.589797 -0.963943 -5.109902  0.080
H: 3.469749 0.175569 -1.690978  0.140
H: 4.864770 -2.386660 -0.736801  0.081
H: 4.260723 -2.106625 -2.386387  0.080
H: 1.197730 2.490083 2.420215  0.105
H: 5.591210 -1.127425 -1.726199  0.080
H: 1.871025 -1.750402 -1.461636  0.080
H: 1.616111 -0.534902 -0.187924  0.040
H: 2.462378 -2.028611 0.192774  0.090
H: -0.059517 -0.659727 -3.481834  0.068
H: -4.959592 2.832647 2.897771  0.074
H: -1.834375 -0.411444 -5.244251  0.140
H: -3.655623 1.368698 3.611048  0.082
H: -0.202411 0.886986 6.894719  0.108
H: -1.253141 -3.150217 -5.748760  0.091
H: -0.928165 3.477955 1.260460  0.104
H: -2.523208 -1.273857 -2.986068  0.063
H: 4.340079 -0.667409 0.882959  0.092
H: 0.988178 2.767814 5.273772  0.087
H: -1.156076 -1.682880 3.243175  0.127

Atoms 1-6, force components in eV/Å:
-2.47 -1.44 -3.33
-2.02 1.05 3.67
0.11 0.22 0.23
2.09 2.53 4.24
0.00 -0.13 -0.30
1.71 -0.13 -1.19

Output
E_HOMO: -7.79 eV